Density functional theory data (ωB97M-V with the def2-TZVPD basis set) for a 4-piece molecular cluster, C3H14NO3S overall at a distorted geometry.

Computed properties:
HOMO-LUMO gap (alpha / beta), eV: 9.509 / 6.399
Net charge: 0
LUMO (alpha / beta), eV: 0.4549 / -2.6335
Relative energy (zero: lowest compared OMol25 entry of this formula, charge and spin), kJ/mol: 40.6
2S+1: 2

Cartesian coordinates (Å):
C 1.1065 -2.4989 -0.6108
N 1.5718 -1.1377 -0.3769
C 2.0004 -0.4146 -1.5405
C 1.4781 1.0018 -1.5290
S -0.3104 1.1178 -1.7575
H 0.7992 -2.9305 0.3456
H 1.8517 -3.1392 -1.0590
H 0.1910 -2.5183 -1.2299
H 0.8801 -0.6372 0.1642
H 3.0946 -0.3075 -1.5331
H 1.7831 -0.8768 -2.5147
H 1.9293 1.6290 -2.3045
H 1.6359 1.4828 -0.5564
H -1.9480 0.2855 0.7013
H -2.1570 1.5540 1.6474
O -1.8263 0.6455 1.5790
H -1.2217 -1.1424 3.6449
H -2.3918 -0.2668 3.3228
O -2.1342 -0.9828 3.9262
H -2.0244 2.3725 -0.5331
H -1.9264 3.8034 0.0688
O -2.3817 2.9604 0.1451

***

Density functional theory data (ωB97M-V with the def2-TZVPD basis set) for C41H70CsIN4OP3Si as an isolated structure.

Computed properties:
HOMO-LUMO gap, eV: 5.034
Net charge: -1
LUMO, eV: 1.8903
Relative energy (zero: lowest compared OMol25 entry of this formula, charge and spin), kJ/mol: 38.6

Cartesian coordinates (Å):
Cs -1.6365 -0.6208 0.3066
C 1.4286 3.3384 3.6834
C 0.4766 2.7684 2.6327
C -0.1064 1.4580 3.1632
P 1.1071 2.4490 0.9027
C 1.2875 4.1462 0.1415
C 1.7360 5.3505 0.9659
C 2.1195 4.0137 -1.1313
C 2.8124 1.7962 1.2104
C 3.8084 2.5780 1.7938
C 5.0492 2.0508 2.1224
C 5.2866 0.7064 1.8860
C 4.3128 -0.0678 1.2712
C 3.0768 0.4515 0.8795
Si 1.7654 -0.5415 -0.1553
C 2.2422 0.3260 -1.8604
C 3.4757 0.9590 -2.0570
C 3.7831 1.6689 -3.2052
C 2.8379 1.7944 -4.2132
C 1.6085 1.1791 -4.0557
C 1.3075 0.4395 -2.9080
P -0.3254 -0.3901 -2.7305
C -0.2243 -1.7875 -3.9607
C -0.1357 -1.4255 -5.4378
C 0.9476 -2.6856 -3.5675
C -1.4941 0.8106 -3.5379
C -2.8932 0.1947 -3.5808
C -1.5222 2.1176 -2.7458
C 2.6293 -2.2752 -0.4435
C 3.8036 -2.4009 -1.1933
C 4.3200 -3.6260 -1.5797
C 3.6638 -4.7913 -1.2094
C 2.5119 -4.7037 -0.4482
C 1.9839 -3.4690 -0.0633
P 0.4271 -3.3539 0.9215
C -0.6048 -4.8747 0.5875
C -0.8910 -4.9675 -0.9094
C -0.2508 -6.2400 1.1764
C 1.0580 -3.6027 2.6585
C 2.2190 -4.5774 2.8336
C 1.4371 -2.2429 3.2383
H 0.8794 3.5374 4.6082
H 1.9145 4.2628 3.3779
H 2.2113 2.6141 3.9135
H -0.3475 3.4786 2.4819
H 0.6625 0.6809 3.1575
H -0.9514 1.0983 2.5743
H -0.4571 1.5789 4.1921
H 0.2512 4.3413 -0.1680
H 2.7831 5.2749 1.2637
H 1.1355 5.4824 1.8665
H 1.6415 6.2636 0.3701
H 3.1664 3.8154 -0.8911
H 2.0725 4.9395 -1.7108
H 1.7751 3.1916 -1.7611
H 3.6129 3.6186 2.0151
H 5.8077 2.6796 2.5729
H 6.2380 0.2621 2.1575
H 4.5357 -1.1086 1.0628
H 4.2190 0.9144 -1.2691
H 4.7532 2.1438 -3.3048
H 3.0508 2.3687 -5.1072
H 0.8649 1.2889 -4.8366
H -1.1529 -2.3462 -3.7923
H 0.7929 -0.8927 -5.6491
H -0.9701 -0.8058 -5.7725
H -0.1345 -2.3334 -6.0480
H 1.8977 -2.1703 -3.7259
H 0.9486 -3.5951 -4.1741
H 0.9137 -2.9752 -2.5183
H -1.1716 1.0237 -4.5626
H -3.2932 0.0576 -2.5707
H -2.9105 -0.7720 -4.0874
H -3.5879 0.8558 -4.1074
H -2.0213 1.9793 -1.7828
H -2.0922 2.8744 -3.2932
H -0.5193 2.5106 -2.5676
H 4.3192 -1.5008 -1.5083
H 5.2246 -3.6717 -2.1760
H 4.0459 -5.7598 -1.5100
H 2.0106 -5.6150 -0.1547
H -1.5474 -4.5650 1.0592
H -0.0085 -5.2794 -1.4717
H -1.2193 -4.0061 -1.3118
H -1.6899 -5.6894 -1.0931
H 0.6346 -6.6850 0.7204
H -1.0785 -6.9359 1.0120
H -0.0823 -6.1890 2.2528
H 0.1832 -3.9797 3.2058
H 3.1101 -4.1909 2.3359
H 2.0160 -5.5631 2.4167
H 2.4542 -4.6977 3.8953
H 2.2671 -1.7977 2.6831
H 1.7466 -2.3382 4.2831
H 0.6062 -1.5386 3.1861
C -6.0632 0.7824 -0.7962
N -5.8764 2.0648 -0.1451
C -6.9084 3.0469 -0.3954
C -4.6270 2.3921 0.2852
O -3.6413 1.7238 0.0128
N -4.5203 3.5504 1.0662
C -5.3799 3.6473 2.2390
C -3.1477 3.9206 1.3738
H -7.0741 0.4267 -0.5915
H -5.3618 0.0499 -0.4012
H -5.9301 0.8667 -1.8810
H -7.1904 3.0165 -1.4528
H -6.5465 4.0455 -0.1679
H -7.8079 2.8473 0.1957
H -6.3804 3.2833 2.0272
H -5.4490 4.6900 2.5554
H -4.9739 3.0588 3.0715
H -2.5409 3.8966 0.4719
H -2.6956 3.2366 2.1024
H -3.1474 4.9302 1.7867
N -2.8804 -2.4028 4.4772
N -2.1897 -1.1644 4.6976
H -2.2979 -3.0555 3.9615
H -3.6547 -2.2016 3.8526
H -1.5080 -0.9853 3.9683
H -1.6763 -1.2561 5.5636
I -4.4801 -2.4991 1.0023

***

Density functional theory data (ωB97M-V with the def2-TZVPD basis set) for a 2-piece molecular cluster, C4H9NO overall at a distorted geometry.

Computed properties:
HOMO-LUMO gap, eV: 10.403
Net charge: 0
SMILES: [H]/N=C\C.CC=O
LUMO, eV: 0.8407
Relative energy (zero: lowest compared OMol25 entry of this formula, charge and spin), kJ/mol: 264.8

Cartesian coordinates (Å):
H 2.0214 -0.1304 -1.8755
N 2.0273 -0.8484 -1.1508
C 1.4211 -0.5339 -0.0957
C 1.2353 0.9831 0.4678
H 1.4255 -1.2727 0.7055
H 2.2490 1.3352 0.6652
H 0.8103 1.5928 -0.3272
H 0.7094 1.0651 1.4159
C -1.9177 -0.0726 0.5865
C -1.5386 -0.6777 -0.7138
O -2.0504 -0.5714 -1.7813
H -1.6674 -0.7303 1.4139
H -1.3184 0.8486 0.6974
H -2.9837 0.1602 0.6046
H -0.4230 -1.1478 -0.6126

***

Density functional theory data (ωB97M-V with the def2-TZVPD basis set) for an isolated molecule of C6H8O2.

Computed properties:
HOMO-LUMO gap, eV: 9.531
Net charge: 0
SMILES: C=C[C@@H](C)C(=O)C=O
LUMO, eV: 0.0939
Relative energy (zero: lowest compared OMol25 entry of this formula, charge and spin), kJ/mol: 157.5

Cartesian coordinates (Å):
C -0.3853 -1.8112 -0.8171
C -0.9978 -0.6822 -0.5136
C -0.6063 0.2791 0.5774
C 0.4846 -0.2394 1.5182
C -0.0906 1.5600 -0.0590
O -0.4462 2.6672 0.2449
C 0.9092 1.3066 -1.1730
O 1.9846 0.7954 -1.0562
H 0.4841 -2.1626 -0.2903
H -0.7393 -2.4389 -1.6169
H -1.8690 -0.3718 -1.0775
H -1.4971 0.5378 1.1620
H 0.1623 -1.1759 1.9670
H 0.6633 0.4848 2.3094
H 1.4149 -0.4025 0.9809
H 0.5288 1.6535 -2.1562

***

Density functional theory data (ωB97M-V with the def2-TZVPD basis set) for a 11-piece molecular cluster, C14H50N2O11 overall at a distorted geometry.

Computed properties:
HOMO-LUMO gap, eV: 8.949
Net charge: 0
SMILES: NC(N)=O.CCO.CCO.CCO.CO.CO.CO.CO.CO.CO.CO
LUMO, eV: 0.2834
Relative energy (zero: lowest compared OMol25 entry of this formula, charge and spin), kJ/mol: 206.6

Cartesian coordinates (Å):
N -4.1111 -1.6529 2.3693
C -2.9121 -1.1359 2.3173
N -2.3451 -1.0839 1.1883
O -2.3621 -0.7379 3.5623
H -4.7041 -1.5449 3.1933
H -4.8001 -1.8339 1.6143
H -1.3691 -0.7369 1.1403
H -2.5711 -1.7649 0.4523
C 5.1569 2.1321 -1.9387
C 3.8179 2.2271 -1.1497
O 2.7499 2.2881 -1.9587
H 5.1999 1.2241 -2.4757
H 6.0109 2.3931 -1.3697
H 5.1559 2.8521 -2.6957
H 3.8669 3.1211 -0.5907
H 3.9049 1.3911 -0.4907
H 2.0449 2.7951 -1.5357
C 0.9279 0.6041 2.1303
C 0.7229 0.2321 0.7223
O 0.3869 -1.1519 0.7443
H 0.2589 0.1141 2.8443
H 0.8769 1.6681 2.3643
H 1.9389 0.2451 2.2893
H 1.6229 0.5781 0.2333
H -0.0511 0.8541 0.3493
H 1.0659 -1.6639 0.3253
C -1.8661 2.2931 2.8663
C -1.6881 3.7181 3.3063
O -2.2571 4.5711 2.3003
H -1.7211 2.2261 1.7963
H -2.8241 1.8101 3.0453
H -1.1411 1.6691 3.4123
H -0.5871 3.9631 3.2813
H -1.9031 3.9081 4.4103
H -1.9491 5.4301 2.5543
C 2.4629 -1.1529 -1.7797
O 2.3429 -2.2359 -0.8867
H 1.5439 -0.6489 -1.9667
H 2.7479 -1.6959 -2.7287
H 3.1919 -0.3879 -1.4537
H 2.9689 -2.8399 -1.1597
C -1.4791 -2.7789 -1.6807
O -2.7541 -2.7559 -0.9787
H -1.5931 -2.7039 -2.7747
H -0.7881 -3.5239 -1.2817
H -0.8471 -1.8799 -1.4147
H -3.0561 -3.7279 -0.9127
C -0.6281 0.5271 -3.5717
O -1.9141 -0.0399 -3.8227
H 0.2349 -0.0859 -3.9437
H -0.3911 0.5941 -2.4857
H -0.6911 1.5251 -3.8207
H -2.5401 -0.0419 -3.1207
C 2.2279 -5.7879 -0.3867
O 1.5959 -5.0889 -1.3427
H 1.5849 -5.9749 0.4803
H 3.0789 -5.3709 0.0073
H 2.4709 -6.7549 -0.8267
H 1.0859 -4.2769 -1.0897
C -0.4051 -4.0319 2.3953
O -1.2991 -4.4899 1.3743
H 0.6029 -3.7569 2.0303
H -0.2921 -4.8909 3.1303
H -0.7621 -3.1279 2.9053
H -2.2341 -4.4019 1.6493
C -2.5561 2.8671 -2.2227
O -2.0951 2.0871 -1.1307
H -3.0421 2.3341 -2.9717
H -1.7711 3.3581 -2.7767
H -3.2681 3.4791 -1.8067
H -2.7441 1.4331 -0.8717
C 0.9719 4.3741 0.2983
O 0.4709 3.5321 -0.6957
H 1.9729 4.8041 0.0213
H 0.9679 3.8801 1.2213
H 0.5019 5.3451 0.3403
H -0.4251 3.3081 -0.5547

***

Density functional theory data (ωB97M-V with the def2-TZVPD basis set) for a 2-piece molecular cluster, C7H11N4 overall at a distorted geometry.

Computed properties:
HOMO-LUMO gap (alpha / beta), eV: 7.282 / 7.282
Net charge: +1
LUMO (alpha / beta), eV: -3.0817 / -3.0820
Relative energy (zero: lowest compared OMol25 entry of this formula, charge and spin), kJ/mol: 351.2

Cartesian coordinates (Å):
C -3.0814 -0.8147 -0.0884
C -2.4860 0.4636 -0.1271
C -2.0923 -1.7700 -0.0189
C -1.1442 0.2302 -0.0458
C -0.8274 -1.1290 -0.0016
C 0.0713 1.9013 -0.2297
C 1.5469 -1.3511 0.4192
N 0.3632 -1.8052 0.1119
N -0.4905 2.9482 0.2952
N 2.6563 -2.1152 0.3937
N 1.2172 1.9015 -0.8566
H -4.1387 -0.9906 -0.1049
H -2.9953 1.4015 -0.2192
H -2.2286 -2.8328 0.0371
H 1.6539 -0.3047 0.6575
H 0.2601 -2.8055 -0.0496
H -1.3938 2.8366 0.7364
H -0.1065 3.8858 0.2258
H 2.5789 -3.1136 0.2798
H 3.5043 -1.7761 0.8114
H 1.5433 1.0762 -1.3325
H 1.7255 2.7636 -1.0300

***

- relative energy (zero: lowest compared OMol25 entry of this formula, charge and spin) of number 2 (C41H70CsIN4OP3Si)?
  38.6 kJ/mol

***

- Which of these has the highest relative energy (zero: lowest compared OMol25 entry of this formula, charge and spin)?
  C7H11N4